Density functional theory data (ωB97M-V/def2-TZVPD) for a cluster of 2 separate species, C4H12 in total in a non-equilibrium geometry.

XYZ file:
```
16
C4H12 | the OMol25 dataset | ωB97M-V/def2-TZVPD
C 2.062 0.617 0.536
C 1.778 -0.750 -0.041
H 1.651 1.421 0.030
H 1.820 0.624 1.517
H 3.030 1.027 0.594
H 0.797 -1.124 0.169
H 2.455 -1.454 0.438
H 2.149 -0.692 -1.190
C -1.997 -0.714 -0.103
C -1.938 0.794 -0.417
H -1.415 -0.701 0.906
H -3.040 -1.238 -0.042
H -1.401 -1.285 -0.770
H -1.611 0.730 -1.459
H -1.344 1.460 0.237
H -2.997 1.286 -0.406
```

Values from the calculation:
- Electronic energy: -159.52807 Ha
- Charge: 0
- Frontier orbital gap: 0.4527 hartree
- SMILES: CC.CC
- HOMO: -11.165 eV
- LUMO energy: 1.15 eV
- Energy relative to the best compared isomer or geometry (same formula, charge and spin): 1.548 eV


Density functional theory data (ωB97M-V/def2-TZVPD) for a structure of composition C24H33AsClI2P2Ti in a non-equilibrium geometry.

XYZ file:
```
64
C24H33AsClI2P2Ti | the OMol25 dataset | ωB97M-V/def2-TZVPD
I 0.028 2.293 -1.796
I 0.245 -2.226 -1.726
Ti 0.000 0.018 -3.218
P -2.432 -0.031 -2.532
C -3.366 0.044 -0.959
C -3.167 1.345 -3.468
H -4.236 1.122 -3.600
H -4.207 -1.327 -3.469
H -2.687 1.451 -4.450
H -2.637 -1.729 -4.254
H -3.134 0.974 -0.422
H -3.034 2.283 -2.914
C -3.136 -1.517 -3.300
H -4.439 0.008 -1.218
H -2.992 -2.376 -2.633
H -3.111 -0.800 -0.303
P 2.539 0.058 -2.635
C 3.451 0.149 -1.044
C 3.335 -1.386 -3.404
H 2.722 1.586 -4.510
H 4.298 1.307 -3.698
H 3.065 2.399 -2.964
C 3.224 1.480 -3.541
H 2.878 -1.591 -4.381
H 4.406 -1.173 -3.540
H 4.534 0.116 -1.272
H 3.200 -0.693 -0.383
H 3.198 -2.272 -2.770
H 3.210 1.082 -0.511
Cl 0.009 -0.013 -5.453
C -0.409 4.485 2.280
C 0.807 3.948 1.875
C 0.876 2.589 1.559
C -0.268 1.777 1.618
C -1.512 2.358 1.872
C -1.569 3.701 2.287
As -0.101 -0.088 0.937
C 1.491 -0.674 1.929
C 2.033 -1.930 1.630
C 3.162 -2.413 2.307
C 3.753 -1.620 3.299
C 3.209 -0.367 3.612
C 2.040 0.074 2.978
C -1.430 -1.220 1.864
C -1.533 -2.575 1.513
C -2.560 -3.381 2.016
C -3.459 -2.825 2.919
C -3.333 -1.500 3.329
C -2.274 -0.709 2.862
H -0.461 5.531 2.592
H 1.699 4.571 1.810
H 1.830 2.166 1.256
H -2.419 1.772 1.779
H -2.514 4.132 2.621
H 1.563 -2.562 0.873
H 3.582 -3.392 2.074
H 4.629 -1.989 3.834
H 3.695 0.251 4.372
H 1.554 0.980 3.314
H -0.796 -3.011 0.831
H -2.659 -4.424 1.712
H -4.256 -3.435 3.318
H -4.060 -1.080 4.025
H -2.078 0.279 3.275
```

Values from the calculation:
- Electronic energy: -5757.40855 Ha
- Charge: +2
- Frontier orbital gap (spin up / spin down): 0.2549 / 0.1993 hartree
- 2S+1: 2
- HOMO (spin up / spin down): -14.335 / -14.344 eV
- LUMO energy (spin up / spin down): -7.40 / -8.92 eV


Density functional theory data (ωB97M-V/def2-TZVPD) for a cluster of 2 separate species, C30H42N3O6 in total in a non-equilibrium geometry.

XYZ file:
```
81
C30H42N3O6 | the OMol25 dataset | ωB97M-V/def2-TZVPD
C 5.437 -0.818 3.263
C 4.862 0.313 2.425
O 3.433 0.206 2.399
C 2.609 1.332 2.426
C 1.246 0.808 2.209
C 0.042 1.603 2.525
O -0.656 1.265 3.508
C -0.438 2.793 1.748
C -1.859 2.727 1.129
C -2.911 1.811 1.755
C -2.937 0.408 1.135
C -3.277 -0.690 2.142
C -2.773 -2.095 1.741
C -1.245 -2.227 1.652
C -0.528 -2.197 3.007
C 0.942 -1.764 2.869
C 1.212 -0.353 3.267
O 3.018 2.449 2.624
H 6.384 -1.129 2.802
H 5.653 -0.438 4.269
H 4.774 -1.690 3.336
H 5.140 1.306 2.805
H 5.202 0.206 1.386
H -0.402 3.648 2.443
H 0.302 3.009 0.971
H -2.254 3.752 1.102
H -1.767 2.427 0.079
H -2.766 1.775 2.838
H -3.900 2.257 1.576
H -3.713 0.393 0.349
H -1.997 0.197 0.599
H -2.893 -0.427 3.141
H -4.374 -0.734 2.225
H -3.150 -2.821 2.478
H -3.196 -2.365 0.761
H -1.008 -3.201 1.198
H -0.835 -1.468 0.966
H -1.062 -1.549 3.719
H -0.562 -3.225 3.409
H 1.504 -2.411 3.554
H 1.329 -1.982 1.867
H 2.169 -0.378 3.793
H 0.452 -0.009 3.990
C 7.884 -0.145 -1.811
N 7.218 1.070 -1.386
C 8.107 2.128 -0.956
C 5.888 1.089 -1.077
C 5.294 2.213 -0.435
C 3.950 2.179 -0.101
C 3.147 1.054 -0.322
C 1.686 1.091 0.035
C 1.000 2.002 -0.796
C -0.287 1.710 -1.446
O -0.823 0.590 -1.428
N -0.862 2.794 -2.148
C -2.118 2.575 -2.843
C -0.614 4.144 -1.792
O -1.370 5.063 -2.067
N 0.662 4.335 -1.207
C 1.215 5.681 -1.338
C 1.528 3.240 -1.462
O 2.520 3.339 -2.183
C 3.708 -0.011 -1.042
C 5.039 0.006 -1.443
H 7.367 -0.609 -2.654
H 8.888 0.145 -2.125
H 7.971 -0.879 -0.997
H 7.721 3.110 -1.247
H 8.276 2.119 0.132
H 9.060 1.957 -1.460
H 5.895 3.087 -0.174
H 3.503 3.066 0.342
H 1.185 0.128 0.178
H -2.263 3.393 -3.546
H -2.048 1.624 -3.369
H -2.971 2.560 -2.154
H 2.144 5.722 -0.768
H 1.418 5.917 -2.389
H 0.492 6.387 -0.934
H 3.056 -0.838 -1.321
H 5.425 -0.829 -2.037
```

Values from the calculation:
- Electronic energy: -1784.02981 Ha
- Charge: -1
- Frontier orbital gap: 0.2339 hartree
- HOMO: -3.879 eV
- LUMO energy: 2.49 eV
- Energy relative to the best compared isomer or geometry (same formula, charge and spin): 1.187 eV


> Look up the charge of the first one.

0


> electronic energy of number 1 (C4H12)?

-159.52807 Ha